1.
Formula: C31H42BrCuN8O4
Source: the Open Molecules 2025 dataset
Level of theory: ωB97M-V with the def2-TZVPD basis set

Computed properties:
HOMO level (spin up / spin down) = -3.87 / -3.82 eV
calculated total energy = -6160.091821 a.u.
charge = -1
max |F| = 1.4 eV/A
spin multiplicity = 2

Cartesian coordinates (Å):
1 Cu 0.050 0.296 -0.236
2 C 1.170 -0.423 -4.236
3 C 1.341 -0.349 -2.724
4 O 0.257 -0.144 -2.090
5 C 2.595 -0.565 -2.191
6 C 2.864 -0.577 -0.809
7 C 4.265 -0.820 -0.314
8 N 1.914 -0.402 0.060
9 N 2.147 -0.610 1.372
10 C 1.098 -0.384 2.120
11 O -0.038 0.027 1.718
12 C 1.309 -0.721 3.546
13 C 2.598 -0.742 4.078
14 C 2.807 -1.099 5.395
15 C 1.736 -1.461 6.197
16 C 0.451 -1.434 5.680
17 C 0.235 -1.055 4.368
18 H 0.723 -1.386 -4.485
19 H 0.491 0.364 -4.554
20 H 2.117 -0.323 -4.757
21 H 3.431 -0.709 -2.863
22 H 4.903 -1.224 -1.096
23 H 4.683 0.121 0.041
24 H 4.212 -1.504 0.531
25 H 3.419 -0.483 3.429
26 H 3.810 -1.095 5.804
27 H 1.903 -1.768 7.222
28 H -0.387 -1.716 6.306
29 H -0.761 -1.026 3.952
30 Br -1.393 7.575 0.994
31 C -0.086 6.577 0.010
32 C 0.871 7.289 -0.691
33 C 1.828 6.578 -1.399
34 C 1.807 5.196 -1.401
35 C 0.828 4.498 -0.702
36 C -0.126 5.199 0.022
37 C 0.850 2.961 -0.724
38 O 1.897 2.436 -1.090
39 O -0.216 2.399 -0.355
40 H 0.867 8.369 -0.685
41 H 2.594 7.113 -1.941
42 H 2.548 4.624 -1.936
43 H -0.874 4.655 0.578
44 C -6.128 0.028 -2.684
45 C -5.407 -0.955 -1.760
46 N -4.455 -0.329 -0.875
47 C -5.002 0.370 0.271
48 C -4.879 1.891 0.155
49 C -3.097 -0.351 -1.101
50 C -2.637 -0.746 -2.473
51 N -2.208 -0.056 -0.245
52 H -6.833 -0.509 -3.315
53 H -5.414 0.549 -3.318
54 H -6.681 0.765 -2.104
55 H -4.892 -1.705 -2.358
56 H -6.150 -1.479 -1.142
57 H -4.504 0.032 1.187
58 H -6.058 0.094 0.350
59 H -3.838 2.174 0.022
60 H -5.266 2.358 1.058
61 H -5.449 2.260 -0.696
62 H -2.830 -1.795 -2.690
63 H -1.564 -0.568 -2.494
64 H -3.116 -0.139 -3.237
65 H -2.501 0.222 0.683
66 C 1.381 -3.501 0.149
67 N 1.293 -4.968 0.158
68 C 0.476 -5.370 -0.980
69 N -0.865 -4.792 -0.936
70 C -0.722 -3.327 -0.901
71 N 0.071 -2.889 0.227
72 C -0.579 -3.320 1.445
73 N -0.731 -4.783 1.491
74 C 0.603 -5.365 1.380
75 C -1.489 -5.202 0.318
76 H 1.867 -3.177 -0.774
77 H 1.980 -3.176 1.004
78 H 0.389 -6.464 -0.985
79 H 0.970 -5.044 -1.900
80 H -1.715 -2.878 -0.826
81 H -0.246 -2.989 -1.823
82 H -1.566 -2.853 1.501
83 H 0.015 -3.002 2.305
84 H 0.510 -6.457 1.392
85 H 1.201 -5.044 2.235
86 H -2.492 -4.771 0.365
87 H -1.577 -6.295 0.332


2.
Formula: C3H9N2O
Source: the Open Molecules 2025 dataset
Level of theory: ωB97M-V with the def2-TZVPD basis set

Computed properties:
HOMO level = -2.32 eV
calculated total energy = -304.377999 a.u.
charge = -1
max |F| = 5.8 eV/A
energy above the lowest of the compared OMol25 structures with the same formula, charge and spin = 2.393 eV
structure (SMILES) = NCCNC[O-]

Cartesian coordinates (Å):
1 C 0.239 0.004 -0.494
2 N -0.372 0.797 0.723
3 C -0.667 2.178 0.005
4 O -0.344 2.391 -1.272
5 C 0.764 -1.498 -0.130
6 N -0.404 -2.449 0.119
7 H 1.137 0.709 -0.698
8 H -0.366 0.092 -1.322
9 H 0.459 1.082 1.269
10 H -0.281 3.075 0.668
11 H -1.727 2.078 0.230
12 H 1.430 -1.463 0.717
13 H 1.320 -1.788 -1.074
14 H -0.009 -3.233 0.738
15 H -1.179 -1.975 0.521


Q: Look up the charge of the first one.
A: -1


Q: Which of these has the lowest max |F|?
A: C31H42BrCuN8O4


Q: Which of these has the highest max |F|?
A: C3H9N2O